{"formula": "C33H34FN2O6PPdSi", "method": "wB97M-V/def2-TZVPD", "energy_ev": -73400.582, "multiplicity": 5, "s_squared": 6.044, "lumo_ev": [0.4, -1.5], "de_lowest_ev": 0.3237, "species": ["Pd", "O", "C", "O", "C", "P", "C", "C", "C", "C", "C", "C", "C", "C", "C", "C", "C", "C", "H", "H", "H", "H", "H", "H", "H", "H", "H", "H", "H", "H", "C", "C", "C", "C", "C", "C", "C", "F", "C", "C", "C", "O", "C", "C", "N", "C", "C", "O", "O", "H", "H", "H", "H", "H", "H", "H", "H", "H", "H", "H", "O", "C", "N", "C", "Si", "C", "C", "C", "H", "H", "H", "H", "H", "H", "H", "H", "H", "H", "H"], "xyz": [[-0.891, 1.660, 0.585], [-1.623, 5.262, 2.507], [-1.705, 4.254, 1.843], [-0.960, 3.197, 1.991], [-2.793, 4.148, 0.756], [-2.119, 3.240, -0.662], [-1.161, 4.439, -1.619], [-1.800, 5.446, -2.342], [-1.052, 6.376, -3.043], [0.336, 6.306, -3.026], [0.976, 5.305, -2.313], [0.227, 4.369, -1.612], [-3.477, 2.734, -1.733], [-3.167, 1.896, -2.806], [-4.168, 1.455, -3.653], [-5.485, 1.836, -3.431], [-5.800, 2.660, -2.361], [-4.798, 3.108, -1.510], [-3.181, 5.136, 0.513], [-3.598, 3.537, 1.175], [-2.882, 5.495, -2.364], [-1.549, 7.156, -3.604], [0.919, 7.035, -3.575], [2.056, 5.249, -2.302], [0.725, 3.581, -1.058], [-2.142, 1.579, -2.964], [-3.923, 0.802, -4.481], [-6.268, 1.485, -4.090], [-6.826, 2.954, -2.185], [-5.053, 3.751, -0.678], [5.296, -3.216, -0.302], [4.120, -3.993, -0.867], [4.284, -4.237, -2.360], [3.190, -5.164, -2.858], [1.832, -4.685, -2.416], [0.695, -5.127, -3.095], [-0.543, -4.655, -2.715], [-1.630, -5.092, -3.382], [-0.716, -3.749, -1.698], [0.414, -3.288, -1.002], [0.309, -2.332, 0.026], [-0.962, -1.872, 0.346], [1.464, -1.875, 0.707], [2.668, -2.416, 0.346], [2.822, -3.326, -0.641], [1.695, -3.787, -1.367], [1.540, -0.924, 1.842], [2.536, -0.761, 2.510], [0.397, -0.267, 2.095], [6.212, -3.728, -0.596], [5.291, -3.162, 0.785], [5.330, -2.202, -0.705], [4.068, -4.969, -0.368], [5.268, -4.670, -2.543], [4.242, -3.276, -2.881], [3.366, -6.175, -2.479], [3.209, -5.233, -3.947], [0.777, -5.822, -3.920], [-1.703, -3.395, -1.441], [3.547, -2.107, 0.883], [-2.307, -0.087, 0.336], [-1.251, -0.633, -0.081], [-0.440, 0.063, -0.870], [2.051, -0.393, 5.810], [0.425, -0.584, 4.915], [-0.972, 0.028, 5.998], [0.114, -2.359, 4.413], [0.387, 0.501, 3.342], [2.060, -0.984, 6.729], [2.223, 0.650, 6.086], [2.876, -0.718, 5.176], [-0.990, -0.503, 6.952], [-1.939, -0.118, 5.511], [-0.867, 1.094, 6.213], [-0.071, -2.967, 5.302], [0.968, -2.792, 3.889], [-0.761, -2.439, 3.765], [1.205, 1.223, 3.313], [-0.543, 1.067, 3.287]], "mulliken_charge": [-0.3583, -0.6526, 0.2399, -0.5819, -0.6701, 1.1306, 0.3577, -0.2712, -0.7160, -0.4202, -0.6228, -0.3649, 0.4229, -0.4279, -0.7188, -0.4002, -0.6812, -0.1391, 0.4554, 0.3867, 0.3715, 0.3909, 0.3816, 0.3900, 0.3471, 0.3881, 0.4004, 0.3857, 0.3977, 0.3725, -1.9207, 0.5729, -1.0093, -1.0643, 1.3775, -0.8506, 0.0162, -0.3678, -0.7955, 0.7003, 0.9390, -0.6241, -0.3473, -0.1476, 0.2767, -1.2473, 0.2401, -0.6580, 0.1738, 0.4453, 0.5109, 0.3568, 0.1665, 0.3687, 0.3288, 0.3435, 0.4451, 0.4870, 0.6690, 0.7075, -0.6053, 1.0940, -0.6714, -1.0297, 0.2933, -1.1324, -1.0178, -0.4963, 0.3317, 0.3223, 0.2902, 0.3408, 0.3283, 0.3494, 0.4283, 0.2719, 0.2981, 0.4538, 0.2641]}

***

{"formula": "C44H49As2BrN9O4SW", "method": "wB97M-V/def2-TZVPD", "energy_ev": -272406.618, "total_charge": -1, "lumo_ev": [2.2, 2.2], "de_lowest_ev": 0.0000, "species": ["W", "C", "As", "C", "C", "C", "C", "C", "C", "C", "As", "C", "C", "H", "H", "H", "H", "H", "H", "H", "H", "H", "H", "H", "H", "H", "H", "H", "H", "C", "C", "C", "C", "C", "C", "C", "C", "N", "H", "H", "H", "H", "H", "H", "H", "H", "H", "C", "C", "C", "C", "C", "N", "H", "H", "H", "H", "H", "H", "H", "H", "H", "N", "C", "N", "C", "C", "C", "C", "C", "C", "S", "H", "H", "H", "H", "H", "H", "C", "N", "C", "C", "C", "O", "N", "C", "O", "H", "H", "H", "H", "H", "Br", "C", "C", "C", "C", "C", "C", "C", "O", "O", "H", "H", "H", "H", "N", "C", "N", "C", "N"], "xyz": [[0.054, -0.463, 0.454], [-0.901, 1.860, 3.439], [-0.991, 1.954, 1.444], [-2.659, 3.046, 1.350], [0.306, 3.463, 1.435], [-0.026, 4.805, 1.277], [0.962, 5.778, 1.216], [2.294, 5.413, 1.323], [2.626, 4.081, 1.522], [1.646, 3.098, 1.574], [2.105, 1.125, 1.773], [3.092, 1.549, 3.498], [3.695, 1.177, 0.612], [-1.822, 2.215, 3.900], [-0.067, 2.455, 3.806], [-0.751, 0.811, 3.694], [-2.710, 3.755, 2.175], [-3.505, 2.363, 1.391], [-2.700, 3.566, 0.395], [-1.066, 5.099, 1.192], [0.691, 6.817, 1.082], [3.072, 6.162, 1.249], [3.668, 3.800, 1.628], [3.947, 2.188, 3.283], [3.432, 0.618, 3.950], [2.425, 2.058, 4.192], [3.790, 2.146, 0.126], [3.578, 0.422, -0.159], [4.598, 0.961, 1.183], [-0.115, -3.881, 2.501], [-1.497, -3.305, 2.564], [-2.554, -4.191, 2.697], [-3.866, -3.766, 2.818], [-4.094, -2.404, 2.888], [-3.067, -1.484, 2.750], [-3.402, -0.027, 2.875], [-1.731, -1.895, 2.471], [-0.771, -0.982, 2.091], [0.357, -3.840, 3.486], [0.492, -3.327, 1.798], [-0.145, -4.922, 2.177], [-2.336, -5.254, 2.714], [-4.680, -4.477, 2.883], [-5.100, -2.034, 3.059], [-4.467, 0.142, 2.712], [-3.141, 0.347, 3.867], [-2.846, 0.529, 2.131], [3.176, -2.739, 3.766], [3.592, -2.484, 2.313], [3.564, -3.774, 1.486], [5.002, -1.886, 2.296], [2.603, -1.494, 1.743], [1.617, -1.625, 1.061], [3.798, -3.520, 4.209], [2.135, -3.050, 3.823], [3.288, -1.830, 4.358], [4.268, -4.510, 1.884], [3.834, -3.551, 0.452], [2.564, -4.204, 1.485], [5.697, -2.568, 2.791], [5.016, -0.928, 2.819], [5.343, -1.720, 1.273], [-2.033, -0.258, -3.344], [-2.115, 1.094, -3.339], [-1.691, 1.867, -2.406], [-1.908, 3.194, -2.718], [-1.508, 4.283, -1.954], [-1.760, 5.566, -2.407], [-2.409, 5.782, -3.618], [-2.811, 4.713, -4.405], [-2.558, 3.432, -3.947], [-2.897, 1.911, -4.722], [-1.310, -0.642, -2.713], [-2.126, -0.711, -4.235], [-0.971, 4.106, -1.034], [-1.417, 6.410, -1.823], [-2.586, 6.792, -3.963], [-3.295, 4.879, -5.359], [-2.415, -5.042, -1.867], [-2.551, -3.713, -1.305], [-3.739, -3.042, -1.381], [-3.871, -1.765, -0.976], [-2.721, -1.108, -0.433], [-2.626, 0.096, -0.140], [-1.587, -1.851, -0.248], [-1.425, -3.107, -0.737], [-0.344, -3.688, -0.712], [-2.787, -5.063, -2.893], [-2.958, -5.780, -1.274], [-1.355, -5.285, -1.853], [-4.557, -3.599, -1.817], [-4.803, -1.232, -1.081], [4.279, -0.495, -3.439], [2.719, -1.233, -4.219], [2.769, -1.501, -5.575], [1.674, -2.045, -6.225], [0.532, -2.350, -5.497], [0.473, -2.064, -4.153], [1.544, -1.460, -3.474], [1.349, -1.052, -2.082], [2.247, -0.810, -1.279], [0.123, -0.907, -1.655], [3.669, -1.274, -6.128], [1.722, -2.252, -7.286], [-0.313, -2.819, -5.987], [-0.388, -2.347, -3.564], [1.812, 5.543, -2.442], [1.752, 4.396, -2.277], [1.768, 3.099, -2.164], [1.237, 2.258, -1.397], [0.845, 1.405, -0.698]], "mulliken_charge": [0.0793, -1.1553, 1.2841, -1.2280, 0.2904, -0.4656, -0.7183, -1.1619, -0.6521, 0.1004, 2.7429, -1.2647, -1.4879, 0.3727, 0.4982, 0.1424, 0.3958, 0.3296, 0.2710, 0.3262, 0.3849, 0.3540, 0.3176, 0.4102, 0.2405, 0.3424, 0.6239, 0.1162, 0.4166, -0.6057, 0.6945, -0.5168, -1.0031, -0.5481, 1.1996, -1.2205, -0.5741, 0.6431, 0.4367, -0.8355, 0.3722, 0.4317, 0.3720, 0.3969, 0.4412, 0.4176, -0.2455, -0.9826, 1.7931, -1.4097, -1.8204, 0.1592, -0.7890, 0.4542, -0.1214, 0.2711, 0.4054, 0.3167, 0.1666, 0.4797, 0.2191, 0.3320, 0.0448, 0.3325, 0.3438, -1.1271, 0.5292, -1.1710, -0.5111, -0.4139, 0.4049, -0.4519, -1.0578, 0.3800, 0.7300, 0.4085, 0.3616, 0.3862, -1.2834, 0.3254, -0.5288, -1.4077, 0.5602, -0.4678, 0.5512, -0.0782, -0.8901, 0.3804, 0.3199, 0.3838, 0.4706, 0.5273, -0.1652, -0.1129, -0.5018, -0.5378, -1.0923, 0.1665, 0.2198, 0.0560, -0.2247, 0.9945, 0.4085, 0.3744, 0.4154, 0.3559, -0.7450, 0.5974, -0.9362, 0.1029, 0.3372]}